A molecular structure, C4H5NO2 in a non-equilibrium geometry, computed with ωB97M-V/def2-TZVPD.

Calculated values
- HOMO energy: -9.96 eV
- E_LUMO: 0.0146 hartree
- Maximum force: 4.82 eV/A
- Frontier orbital gap: 0.3805 Eh

Each line ends with the natural charge from an NBO analysis.
Cartesian coordinates (Å):
C -1.500 0.437 -0.116  -0.15
C -0.649 0.449 0.911  -0.21
C -0.608 -0.358 -0.955  -0.42
C 0.412 -0.428 0.309  -0.16
N 1.790 0.054 0.183  0.54
O 2.665 -0.383 0.830  -0.34
O 1.870 0.830 -0.746  -0.41
H -2.532 0.832 -0.225  0.22
H -0.689 0.846 1.886  0.21
H -1.251 -1.139 -1.377  0.22
H -0.050 0.292 -1.649  0.25
H 0.543 -1.431 0.947  0.23

Force components x, y, z for each atom (eV/Å):
-0.34 1.26 2.00
-0.29 0.58 0.05
1.00 0.22 -1.28
-2.18 -3.74 2.11
-2.58 0.79 -2.86
1.94 -0.79 1.80
1.30 1.19 -0.31
0.97 -0.42 -0.08
-0.03 0.52 1.01
1.40 -0.78 -0.24
-0.61 -0.74 -0.45
-0.59 1.91 -1.76